The following is a quantum chemistry calculation of a molecular structure, C14H14BN7PtS, from OMol25.

```
38
Properties=species:S:1:pos:R:3:nbo_charge:R:1
Pt -0.857 -0.715 0.191 0.748
C -2.819 2.048 2.751 -0.350
C -2.788 1.159 1.678 -0.026
N -1.543 0.736 1.475 -0.308
N -0.761 1.317 2.401 -0.291
C -1.509 2.111 3.179 0.006
B 0.769 1.089 2.495 0.550
N 1.013 -0.445 2.484 -0.293
C 1.885 -1.121 3.243 0.008
C 1.882 -2.446 2.857 -0.348
C 0.950 -2.506 1.824 -0.012
N 0.434 -1.297 1.617 -0.283
N 1.517 1.790 1.371 -0.363
C 2.469 2.741 1.503 -0.030
C 2.911 3.075 0.245 -0.365
C 2.153 2.253 -0.609 -0.052
N 1.320 1.484 0.073 -0.293
H -3.673 2.558 3.161 0.235
H -3.594 0.786 1.071 0.215
H -1.052 2.665 3.981 0.228
H 1.151 1.524 3.549 -0.039
H 2.444 -0.607 4.006 0.227
H 2.461 -3.253 3.269 0.235
H 0.613 -3.341 1.234 0.231
H 2.754 3.105 2.476 0.213
H 3.664 3.799 -0.018 0.223
H 2.181 2.189 -1.686 0.203
S -0.568 -2.445 -1.332 -0.124
C -2.161 -1.862 -1.678 0.079
C -3.274 -2.591 -2.105 -0.268
C -4.452 -1.908 -2.294 -0.130
C -4.523 -0.537 -2.013 -0.292
C -3.410 0.090 -1.504 0.057
N -2.242 -0.554 -1.358 -0.497
H -3.190 -3.656 -2.264 0.236
H -5.331 -2.433 -2.644 0.223
H -5.433 0.022 -2.171 0.229
H -3.413 1.137 -1.230 0.215
```

HOMO in eV: -7.95
Gap between HOMO and LUMO in eV: 8.174
Energy above the lowest of the compared OMol25 structures with the same formula, charge and spin in kcal per mole: 0.0
Net charge: 0